one:
Below is 2 unconnected molecules or ions with the total composition C6H9NO, with properties calculated with the ωB97M-V functional and the def2-TZVPD basis.

Properties
Lowest unoccupied orbital energy (alpha / beta): -0.04 / -1.19 eV
Orbital gap (alpha / beta): 8.69 / 5.79 eV
E_HOMO (alpha / beta): -8.74 / -6.97 eV

Last column: Löwdin charge in e.
Atoms and positions in Å:
1 C 2.29 0.93 -0.22  -0.2930
2 C 1.41 -1.17 1.08  0.0345
3 C 1.81 -0.04 0.56  -0.0987
4 C -1.33 -1.16 -1.54  -0.0730
5 C -0.86 1.37 1.19  -0.0702
6 C -0.92 0.11 -0.81  -0.1849
7 N 2.64 1.78 -0.97  0.1553
8 O -1.42 0.24 0.48  -0.1841
9 H 0.40 -1.55 1.01  0.0690
10 H 2.08 -1.76 1.67  0.0623
11 H -1.97 -1.81 -0.92  0.0839
12 H -1.76 -0.83 -2.49  0.0610
13 H -0.37 -1.69 -1.87  0.0914
14 H -0.79 2.23 0.48  0.1022
15 H 0.26 1.04 1.32  0.0730
16 H -1.40 1.52 2.10  0.0793
17 H -0.08 0.78 -1.08  0.0922

=====

two:
Below is C6H9NO in the gas phase, with properties calculated with the ωB97M-V functional and the def2-TZVPD basis.

Properties
Lowest unoccupied orbital energy: 0.76 eV
Orbital gap: 8.69 eV
E_HOMO: -7.92 eV

Last column: Löwdin charge in e.
Atoms and positions in Å:
1 O -1.36 0.75 -1.03  -0.1170
2 C -0.93 0.17 0.22  -0.5073
3 C 0.07 1.18 0.82  -0.0435
4 C 1.07 0.74 -0.31  -0.2062
5 C 2.13 -0.37 -0.13  -0.0885
6 N 0.88 -0.76 -0.85  0.0011
7 C -0.15 -1.05 0.09  -0.3390
8 C -1.63 -1.21 -0.02  0.0300
9 H -1.87 1.56 -0.53  0.1731
10 H 0.44 0.73 1.89  0.1704
11 H -0.59 2.19 0.67  0.1495
12 H 1.30 1.43 -1.35  0.1892
13 H 2.76 -0.22 -1.12  0.1413
14 H 2.40 -1.00 0.61  0.0597
15 H 0.12 -1.51 1.02  0.1423
16 H -2.61 -0.76 -0.67  0.1923
17 H -2.03 -1.85 0.69  0.0527

=====

three:
Below is C6H9NO in the gas phase, with properties calculated with the ωB97M-V functional and the def2-TZVPD basis.

Properties
Lowest unoccupied orbital energy (alpha / beta): -0.71 / 0.21 eV
Orbital gap (alpha / beta): 7.14 / 9.78 eV
E_HOMO (alpha / beta): -7.85 / -9.57 eV

Last column: Löwdin charge in e.
Atoms and positions in Å:
1 C -0.11 1.18 1.12  -0.1068
2 C -0.86 1.29 -0.21  -0.1520
3 C 0.05 -0.31 1.33  -0.3451
4 C -0.28 0.15 -1.06  -0.3938
5 C -0.23 -1.10 -0.03  -0.2594
6 C 0.81 -1.99 -0.42  0.0734
7 N 1.04 0.31 -1.52  0.1340
8 O 0.25 -0.88 2.36  0.1134
9 H 1.45 1.15 -1.12  0.0568
10 H 0.88 1.64 1.08  0.1216
11 H -0.62 1.60 1.99  0.1231
12 H -0.73 2.26 -0.70  0.1105
13 H -1.93 1.15 -0.04  0.1179
14 H -0.96 -0.16 -1.86  0.1412
15 H -1.16 -1.64 0.22  0.1528
16 H 1.46 -1.71 -1.23  0.0438
17 H 0.95 -2.93 0.10  0.0685

=====

Which of them is least stable? Easy: two.

=====

one:
Below is 2 unconnected molecules or ions with the total composition C6H9NO, with properties calculated with the ωB97M-V functional and the def2-TZVPD basis.

Properties
Lowest unoccupied orbital energy (alpha / beta): 0.10 / 0.73 eV
Orbital gap (alpha / beta): 7.28 / 8.07 eV
E_HOMO (alpha / beta): -7.18 / -7.35 eV

Last column: Löwdin charge in e.
Atoms and positions in Å:
1 C 3.27 -0.33 0.21  -0.0063
2 C 2.90 -1.29 -0.37  -0.0059
3 C -0.73 -1.68 1.70  -0.0531
4 C -1.54 1.40 -1.95  -0.0504
5 C -1.15 0.56 -0.79  -0.1741
6 C -0.19 0.69 1.45  -0.2001
7 N -0.13 -0.55 1.91  -0.0109
8 O -0.63 1.14 0.25  -0.0118
9 H 3.47 0.56 0.72  0.0111
10 H -0.44 -2.56 2.34  0.0715
11 H -1.42 -1.82 0.93  0.0213
12 H -1.91 2.40 -1.62  0.1057
13 H -0.63 1.51 -2.52  0.0758
14 H -2.13 0.91 -2.59  0.0282
15 H 2.63 -2.16 -0.88  0.0065
16 H -1.59 -0.37 -0.63  0.0773
17 H 0.24 1.60 1.84  0.1152

=====

two:
Below is C6H9NO in the gas phase, with properties calculated with the ωB97M-V functional and the def2-TZVPD basis.

Properties
Lowest unoccupied orbital energy: 0.54 eV
Orbital gap: 8.97 eV
E_HOMO: -8.44 eV

Last column: Löwdin charge in e.
Atoms and positions in Å:
1 C -2.46 -1.05 0.23  -0.0806
2 C -1.18 -0.44 0.69  -0.1209
3 C -0.37 0.28 -0.13  -0.3409
4 O -0.61 0.36 -1.46  0.0714
5 C 1.01 0.59 0.41  -0.2735
6 C 2.02 1.13 -0.59  -0.0480
7 C 1.30 -0.81 0.82  -0.2224
8 N 1.82 -1.84 0.99  0.1594
9 H -2.54 -1.03 -0.85  0.0693
10 H -2.54 -2.09 0.56  0.0755
11 H -3.31 -0.51 0.65  0.0743
12 H -1.08 -0.32 1.76  0.1183
13 H 0.15 0.73 -1.92  0.0928
14 H 0.93 1.20 1.31  0.1509
15 H 1.66 2.05 -1.06  0.0897
16 H 2.25 0.40 -1.36  0.0944
17 H 2.95 1.36 -0.07  0.0903

=====

three:
Below is a molecular structure, C6H9NO, with properties calculated with the ωB97M-V functional and the def2-TZVPD basis.

Properties
Lowest unoccupied orbital energy: 0.95 eV
Orbital gap: 9.51 eV
E_HOMO: -8.56 eV

Last column: Löwdin charge in e.
Atoms and positions in Å:
1 C 1.09 1.87 -0.69  -0.0033
2 C 0.40 0.60 -0.45  -0.3501
3 C -0.20 -0.35 -1.64  0.0212
4 C -0.08 -1.25 -0.40  -0.2656
5 C -1.26 -0.82 0.63  -0.1488
6 C -0.69 0.53 0.68  -0.2490
7 H 2.01 1.76 -1.28  0.1076
8 H 1.51 2.34 0.04  0.0118
9 H 0.39 2.57 -1.09  0.0966
10 H -1.15 -0.09 -2.07  0.1135
11 H 0.55 -0.57 -2.32  0.0839
12 H 0.10 -2.35 -0.67  0.1552
13 H -2.24 -1.03 0.64  0.0958
14 H -0.92 -0.07 2.90  0.1922
15 H -1.13 1.61 0.80  0.1689
16 N -0.50 -0.38 1.84  0.0317
17 O 1.09 -0.62 0.17  -0.0615

=====

Which of them is least stable? Easy: one.

=====

one:
Below is C6H9NO in the gas phase, with properties calculated with the ωB97M-V functional and the def2-TZVPD basis.

Properties
Lowest unoccupied orbital energy: 0.38 eV
Orbital gap: 8.56 eV
E_HOMO: -8.18 eV

Last column: Löwdin charge in e.
Atoms and positions in Å:
1 C -2.47 -0.18 -0.19  0.0527
2 C -1.15 0.00 -0.20  -0.2801
3 C -0.17 -1.02 0.15  -0.2337
4 C 1.14 -0.62 0.45  -0.3910
5 O 1.83 -0.99 -0.73  -0.0772
6 C 0.81 0.94 0.72  -0.1570
7 N 0.45 2.18 -0.18  0.0600
8 C -0.06 1.01 -0.58  -0.3137
9 H -2.97 -1.10 0.03  0.0615
10 H -3.07 0.64 -0.57  0.0583
11 H -0.36 -1.84 -0.60  0.1605
12 H -0.78 -1.32 1.09  0.1645
13 H 1.37 -1.14 1.37  0.1415
14 H 2.73 -0.42 -0.70  0.1844
15 H 0.42 1.07 1.85  0.1644
16 H 1.62 2.33 -0.49  0.2091
17 H 0.67 0.46 -1.41  0.1959

=====

two:
Below is C6H9NO in the gas phase, with properties calculated with the ωB97M-V functional and the def2-TZVPD basis.

Properties
Lowest unoccupied orbital energy: 0.84 eV
Orbital gap: 10.38 eV
E_HOMO: -9.54 eV

Last column: Löwdin charge in e.
Atoms and positions in Å:
1 C -0.34 -1.64 -0.27  -0.0230
2 C -1.37 -0.61 0.45  -0.2599
3 O -2.52 0.02 -0.18  -0.0576
4 C -1.07 0.65 -0.39  -0.2163
5 C -0.06 1.62 0.22  -0.0315
6 C 1.07 0.45 -0.43  -0.3275
7 N 2.29 -0.29 -0.13  0.0752
8 C 0.98 -0.79 0.22  -0.3147
9 H -0.74 -1.62 -1.35  0.1479
10 H -0.30 -2.56 0.09  0.0265
11 H -1.69 -0.62 1.59  0.1837
12 H -0.83 0.63 -1.40  0.0983
13 H 0.22 1.96 1.19  0.0686
14 H 0.13 2.77 -0.23  0.1447
15 H 1.08 0.43 -1.58  0.1577
16 H 2.59 0.08 0.89  0.1562
17 H 0.58 -0.48 1.33  0.1719

=====

Which of them is least stable? Easy: two.